[1]
DFT (the ωB97M-V functional and the def2-TZVPD basis) results for C19H33AsBeN5PSSe3Te as an isolated structure.

Each line ends with the Mulliken charge.
Element x y z (Å)
Te (-3.858, 1.070, -1.054)  -0.1694
Se (-1.916, -1.898, 0.050)  -0.2946
Se (-1.658, 1.838, -0.153)  -0.2758
Se (-4.015, -0.942, 0.444)  -0.1933
As (-0.457, 0.219, 3.201)  0.4867
S (3.148, -1.689, 0.278)  -0.3069
P (-0.663, -0.140, -2.835)  2.3594
N (0.956, -2.566, -0.968)  -0.2505
N (-0.909, 1.311, -5.171)  0.0970
N (-1.684, -1.014, -5.240)  0.1167
N (0.718, -0.516, -5.212)  0.0933
N (0.971, -0.350, -0.145)  0.9368
C (3.103, -0.025, 0.791)  1.0741
C (-1.845, -1.189, -3.796)  -0.9908
C (3.865, 2.019, 1.722)  -0.6178
C (0.784, -0.686, 4.451)  -0.9963
C (-2.432, -1.775, 4.017)  -1.0995
C (0.400, 0.850, -5.623)  -0.8928
C (1.305, -2.008, 3.893)  -0.7955
C (-1.927, 0.372, -5.641)  -0.9045
C (-0.425, 2.214, 5.447)  -1.2251
C (2.637, 2.597, 1.405)  -0.8090
C (-2.184, -0.270, 4.018)  -0.5759
C (-0.953, 1.463, -3.717)  -1.0270
C (-0.301, 2.045, 3.937)  -0.5372
C (4.111, 0.693, 1.415)  -0.6231
C (0.879, -0.613, -3.761)  -1.0910
C (1.528, -1.526, -0.325)  0.5652
C (1.633, 1.870, 0.792)  -0.1726
C (1.863, 0.535, 0.479)  -0.6922
C (-0.348, -1.401, -5.685)  -0.9563
Be (-0.702, -0.098, -0.570)  -0.6751
H (0.499, -2.724, 3.732)  0.2477
H (1.798, -1.855, 2.927)  -0.0144
H (-2.860, -0.924, -3.497)  0.3528
H (-0.204, 2.188, -3.391)  0.3826
H (0.414, 0.885, -6.714)  0.3008
H (-1.700, -2.238, -3.527)  0.3976
H (1.618, 0.006, 4.600)  0.4947
H (1.157, -1.635, -3.500)  0.4073
H (-2.903, 0.686, -5.268)  0.4132
H (2.456, 3.636, 1.651)  0.4418
H (-1.763, -2.286, 4.713)  0.2891
H (-2.945, 0.236, 3.420)  0.3998
H (0.668, 2.410, 3.591)  0.2184
H (-3.455, -2.004, 4.322)  0.3603
H (1.168, 1.526, -5.244)  0.4010
H (4.630, 2.608, 2.211)  0.4064
H (-0.338, -1.382, -6.777)  0.2918
H (0.682, 2.334, 0.572)  -0.0571
H (-1.057, 2.638, 3.416)  0.4153
H (0.304, -0.826, 5.422)  0.4779
H (-0.140, -2.420, -5.353)  0.4001
H (1.350, -3.482, -0.826)  0.2790
H (-0.048, -2.543, -1.134)  -0.2806
H (-0.305, 3.261, 5.734)  0.4286
H (5.059, 0.229, 1.653)  0.4323
H (1.700, 0.036, -3.444)  0.4706
H (0.337, 1.640, 5.978)  0.2420
H (-2.273, -2.202, 3.025)  0.1355
H (-1.924, 1.857, -3.420)  0.3891
H (-1.941, 0.408, -6.732)  0.2910
H (-2.238, 0.126, 5.033)  0.3294
H (-1.399, 1.888, 5.813)  0.2884
H (2.032, -2.468, 4.567)  0.4108

charge	0
gap between HOMO and LUMO	0.2611	hartree
HOMO level	-0.260	Ha
lowest unoccupied orbital energy	0.03	eV



[2]
DFT (the ωB97M-V functional and the def2-TZVPD basis) results for C19H33BrCaClN3O12V as an isolated structure.

Each line ends with the Mulliken charge.
Element x y z (Å)
Br (3.738, 1.938, -4.688)  -0.1510
V (-1.552, -3.269, 4.705)  1.3764
Ca (-1.989, 3.937, -0.650)  1.6312
Cl (-2.274, 3.834, 5.657)  0.0347
O (-2.548, -4.328, 0.897)  -0.3458
O (-0.948, 4.064, -2.680)  -0.4399
O (-2.457, 2.959, -4.187)  -0.4345
O (-2.520, 0.830, 3.036)  -0.5277
O (5.919, 2.548, -2.917)  -0.4609
O (1.754, 4.810, 0.820)  -0.6713
O (-0.421, -1.957, 4.411)  -0.9924
O (-1.012, 2.301, 2.599)  -0.5906
O (-4.284, -6.053, -0.900)  -0.3354
O (-1.892, 2.212, 4.561)  -0.4692
O (-2.683, -4.581, 5.000)  -0.8767
O (-0.117, -1.416, 0.173)  -0.3490
N (3.601, 0.430, -0.674)  0.1770
N (4.014, 2.784, 2.255)  -0.3257
N (-1.808, 1.781, 3.399)  1.0990
C (2.933, 5.358, 1.071)  -0.8149
C (4.572, 2.525, -2.937)  0.2742
C (0.210, -0.301, 1.074)  -0.3430
C (-1.269, 3.612, -4.063)  0.2173
C (4.997, 2.167, 2.339)  0.4688
C (1.542, 0.565, 0.651)  0.0438
C (2.804, 1.655, -1.159)  -0.7726
C (0.020, 2.163, -1.146)  -0.3908
C (0.313, 3.409, -2.223)  0.1905
C (-2.100, -3.138, 0.102)  -0.3153
C (-5.154, -6.532, -2.023)  -0.2625
C (6.242, 1.388, 2.445)  -0.9857
C (-0.752, -2.542, 0.876)  -0.1687
C (2.955, -0.269, 0.327)  -0.3267
C (-5.124, -5.546, -3.338)  -0.8362
C (3.685, 2.967, -1.599)  0.2023
C (1.396, 1.893, -0.298)  0.7595
C (-4.012, -4.339, 1.043)  -0.4210
C (-4.797, -4.789, -0.347)  -0.3150
H (-0.861, 2.544, -0.465)  -0.0817
H (-0.537, 3.809, -4.970)  0.3701
H (0.914, 4.273, -1.661)  -0.0871
H (-6.284, -6.624, -1.653)  0.2771
H (0.466, -0.792, 2.131)  0.4644
H (3.064, 3.936, -1.810)  0.1817
H (-4.346, -5.136, 1.867)  0.3038
H (1.449, 2.822, 0.419)  -0.2462
H (6.617, 1.363, 3.474)  0.3372
H (-4.486, -3.322, 1.377)  0.2703
H (3.154, 6.325, 0.587)  0.3078
H (7.037, 1.808, 1.821)  0.2990
H (3.369, -1.235, 0.865)  0.4190
H (6.097, 0.349, 2.128)  0.2608
H (0.969, 3.045, -3.127)  0.3735
H (-0.383, 1.241, -1.747)  0.1209
H (-4.049, -5.090, -3.480)  0.2159
H (-5.339, -6.178, -4.323)  0.3236
H (4.529, 0.261, -1.144)  0.3397
H (4.489, 3.182, -0.749)  0.2175
H (-2.926, -2.313, 0.188)  0.3057
H (-5.974, -4.717, -3.296)  0.2274
H (-1.886, -3.505, -0.990)  0.1956
H (-5.964, -4.908, -0.203)  0.3621
H (-0.743, 0.365, 1.232)  -0.0490
H (1.839, 1.056, 1.698)  0.3319
H (-0.022, -3.472, 1.024)  0.2339
H (3.166, 5.598, 2.122)  0.3315
H (-4.784, -7.599, -2.396)  0.2766
H (-4.620, -3.910, -1.121)  0.1720
H (3.830, 4.779, 0.790)  0.1077
H (-1.133, -2.264, 1.973)  0.0187
H (2.367, 1.241, -2.173)  0.2666

charge	+1
gap between HOMO and LUMO	0.0804	hartree
HOMO level	-0.303	Ha
lowest unoccupied orbital energy	-6.06	eV



[3]
DFT (the ωB97M-V functional and the def2-TZVPD basis) results for a 8-piece molecular cluster, C19H33Cl14N overall.

Each line ends with the Mulliken charge.
Element x y z (Å)
Cl (2.254, -3.270, -2.113)  -0.2143
Cl (5.370, 1.926, 3.259)  -0.2120
Cl (0.886, 3.246, -2.953)  -0.2014
Cl (0.265, -4.426, 5.707)  -0.2053
Cl (-0.718, 3.918, 0.700)  -0.1059
Cl (0.505, 6.684, 2.356)  -0.1827
Cl (-1.991, -2.738, 1.435)  -0.0970
Cl (5.587, -0.476, -0.330)  -0.1972
Cl (-1.285, -3.380, -4.495)  -0.2021
Cl (-3.574, 0.576, -4.179)  -0.1613
Cl (-4.913, -4.537, 1.749)  -0.2018
Cl (-4.309, 1.848, -1.203)  -0.1846
Cl (2.240, -2.239, 3.958)  -0.2029
Cl (-0.214, 1.101, -5.233)  -0.1506
N (0.565, -0.325, -0.855)  0.2119
C (1.393, 1.030, -4.480)  -0.3913
C (-0.537, 0.216, -0.469)  -0.4913
C (-3.525, 2.813, -2.485)  -0.2131
C (5.401, 0.475, 2.187)  -0.2027
C (-0.395, 5.292, 2.990)  -0.4442
C (-4.664, -2.743, 1.839)  -0.4605
C (1.483, -0.522, 0.035)  -0.5331
C (-3.650, -2.293, 0.860)  -0.3951
C (0.006, 4.032, 2.303)  -0.3479
C (-3.919, 2.322, -3.872)  -0.4889
C (-0.226, -3.453, 4.287)  -0.3903
C (1.353, -0.201, 1.373)  -0.8160
C (1.370, 1.526, -3.071)  0.2613
C (-0.117, -3.755, -3.210)  -0.5110
C (5.374, 0.907, 0.752)  -0.4476
C (-0.823, 0.443, 0.847)  -1.1170
C (0.961, -2.757, -3.226)  0.0043
C (0.900, -3.269, 3.316)  0.1601
C (0.138, 0.181, 1.799)  -0.2376
H (2.140, -0.303, 2.110)  0.4934
H (0.615, -1.773, -2.934)  -0.0745
H (-3.353, 2.886, -4.602)  0.2918
H (-4.356, -2.524, 2.850)  0.3267
H (-3.628, -1.212, 0.781)  0.0841
H (-0.253, 5.197, 4.058)  0.3365
H (-5.631, -2.304, 1.624)  0.3613
H (-0.653, -3.770, -2.268)  0.2557
H (4.569, -0.174, 2.461)  0.0663
H (0.498, -2.765, 2.429)  -0.3935
H (-1.450, 5.475, 2.796)  0.3098
H (0.271, -4.743, -3.416)  0.3636
H (0.594, 0.994, -2.532)  -0.4601
H (1.335, -4.205, 2.986)  0.4579
H (-4.985, 2.501, -4.024)  0.3645
H (2.094, 1.589, -5.109)  0.4000
H (-1.228, 0.349, -1.290)  0.7409
H (-0.249, 3.152, 2.879)  0.1234
H (-0.003, 0.545, 2.814)  0.5473
H (1.374, -2.697, -4.231)  0.4031
H (-3.852, 3.845, -2.374)  0.4069
H (-3.770, -2.768, -0.097)  0.3860
H (2.311, 1.400, -2.560)  0.3214
H (6.186, 1.601, 0.541)  0.3937
H (4.461, 1.443, 0.481)  0.2558
H (1.778, 0.006, -4.470)  0.1945
H (-1.774, 0.874, 1.153)  0.7525
H (-1.024, -4.003, 3.804)  0.2577
H (-0.584, -2.498, 4.639)  0.3154
H (-2.446, 2.755, -2.350)  -0.0236
H (1.089, 4.040, 2.172)  0.3225
H (6.312, -0.094, 2.401)  0.3732
H (2.421, -0.970, -0.299)  0.4148

charge	0
gap between HOMO and LUMO	0.3725	hartree
HOMO level	-0.365	Ha
structure (SMILES)	c1ccncc1.ClCCCl.ClCCCl.ClCCCl.ClCCCl.ClCCCl.ClCCCl.ClCCCl
ΔE to the lowest compared entry with this formula, charge and spin	0.0000	eV
lowest unoccupied orbital energy	0.20	eV



[4]
DFT (the ωB97M-V functional and the def2-TZVPD basis) results for C19H33Cl3NbO12 as an isolated structure.

Each line ends with the Mulliken charge.
Element x y z (Å)
Nb (-1.751, 2.255, -0.780)  -0.6299
Cl (1.726, -0.015, 0.764)  -0.2260
Cl (-0.846, -0.913, -0.408)  -0.2269
Cl (-1.061, 2.452, 1.606)  -0.4406
O (4.414, 3.264, -0.138)  -0.5897
O (7.710, 0.222, 4.578)  -0.4928
O (-6.812, -0.398, -2.502)  -0.5382
O (-6.249, 0.541, -7.890)  -0.3644
O (-5.190, -1.828, -1.873)  -0.2896
O (-5.142, -1.370, -8.229)  -0.3438
O (5.714, -0.354, 5.440)  -0.2651
O (-6.761, -1.213, -0.403)  -0.3504
O (-5.161, 0.209, -9.834)  -0.5452
O (7.488, -0.163, 6.787)  -0.3587
O (4.454, 2.460, 1.958)  -0.3429
O (5.973, 1.753, 0.478)  -0.3737
C (1.733, 2.348, -0.713)  -0.9515
C (6.337, -0.274, 7.631)  -0.5317
C (-6.301, -1.080, -1.673)  0.6056
C (-5.498, -1.341, -6.841)  -0.4221
C (3.889, -0.527, 7.034)  -1.4301
C (-6.049, -2.302, 0.189)  -0.4861
C (4.905, 2.563, 0.686)  0.5267
C (-6.623, -0.343, -6.820)  0.5875
C (7.037, -0.071, 5.512)  0.6080
C (6.964, -0.131, 1.651)  -1.4034
C (6.389, 1.261, 1.761)  0.6971
C (1.283, 0.871, -0.788)  0.1876
C (-6.759, 0.400, -5.511)  -1.3938
C (-4.763, -2.299, -0.587)  0.7437
C (5.320, -0.891, 6.710)  0.4904
C (5.110, 1.336, 2.548)  -0.0728
C (-0.229, 0.623, -1.267)  -0.5595
C (-4.112, -3.658, -0.701)  -1.5222
C (-5.487, -0.168, -8.756)  0.6359
H (-2.407, 2.046, -2.477)  0.0180
H (1.932, 0.394, -1.550)  0.3115
H (-6.634, -3.218, 0.057)  0.2875
H (4.473, 0.456, 2.426)  0.2524
H (-6.888, -0.289, -4.677)  0.3770
H (5.433, -1.979, 6.667)  0.2226
H (1.440, 2.861, 0.216)  0.2880
H (-5.884, 1.025, -5.323)  0.3377
H (-5.808, -2.328, -6.503)  0.3029
H (-4.051, -1.575, -0.180)  0.0499
H (2.848, 2.350, -0.722)  0.1429
H (-3.926, -4.089, 0.283)  0.3700
H (-4.738, -4.343, -1.280)  0.3862
H (6.554, -0.899, 8.496)  0.3171
H (7.142, 1.948, 2.160)  0.2348
H (-5.895, -2.131, 1.254)  0.3235
H (1.413, 2.917, -1.604)  0.3371
H (-7.621, 1.069, -5.544)  0.3484
H (5.282, 1.505, 3.609)  0.0662
H (7.915, -0.109, 1.115)  0.3431
H (3.718, 0.541, 6.893)  0.3555
H (-0.677, 3.616, -1.337)  0.0397
H (-2.954, 0.982, -0.275)  0.2272
H (-7.576, -0.811, -7.088)  0.2082
H (-3.054, 3.495, -0.499)  0.0389
H (-0.229, 0.409, -2.350)  0.5101
H (6.058, 0.726, 7.976)  0.3152
H (3.205, -1.046, 6.362)  0.3591
H (3.637, -0.797, 8.060)  0.3837
H (-4.627, -1.023, -6.261)  0.3072
H (6.298, -0.784, 1.082)  0.3801
H (7.130, -0.561, 2.631)  0.2829
H (-3.161, -3.578, -1.230)  0.3439

charge	-1
gap between HOMO and LUMO	0.2446	hartree
HOMO level	-0.184	Ha
ΔE to the lowest compared entry with this formula, charge and spin	1.4328	eV
lowest unoccupied orbital energy	1.65	eV



What is the gap between HOMO and LUMO in the first record? 0.2611 hartree